# 1
{"formula": "C23H25F6N2NaO2S2", "method": "ωB97M-V/def2-TZVPD", "charge": 0, "spin_multiplicity": 1, "lumo_ha": -0.02984, "mol_weight_g_mol": 562.6, "species": ["Na", "S", "C", "N", "C", "C", "N", "C", "C", "C", "C", "C", "C", "C", "C", "S", "C", "C", "C", "C", "C", "C", "C", "H", "H", "H", "H", "H", "H", "H", "H", "H", "H", "H", "H", "H", "H", "H", "H", "H", "H", "C", "O", "H", "H", "H", "H", "C", "C", "O", "C", "F", "F", "F", "C", "F", "F", "F", "H", "H", "H"], "coordinates": [[-1.8060, -2.3773, 0.2166], [-0.9757, -1.0981, -2.2649], [-0.5784, 0.4471, -1.8230], [0.5954, 1.0326, -2.0877], [0.8197, 2.4330, -1.7359], [-0.4464, 3.1847, -2.0279], [-1.5136, 2.6143, -1.2040], [-2.3904, 3.5721, -0.5192], [-1.6173, 4.4060, 0.4735], [-1.0142, 3.7817, 1.5642], [-0.2717, 4.5221, 2.4715], [-0.1282, 5.8951, 2.3005], [-0.7312, 6.5228, 1.2210], [-1.4706, 5.7773, 0.3082], [-1.5907, 1.2903, -1.0254], [-2.6478, 0.5402, 0.0093], [1.7404, 0.2960, -2.6420], [2.7892, 0.0628, -1.5797], [3.8378, 0.9566, -1.3797], [4.7577, 0.7468, -0.3606], [4.6311, -0.3589, 0.4709], [3.5881, -1.2560, 0.2773], [2.6740, -1.0482, -0.7464], [1.6423, 2.8124, -2.3383], [1.0891, 2.5407, -0.6829], [-0.6991, 3.1153, -3.0880], [-0.3306, 4.2319, -1.7619], [-3.1607, 2.9951, -0.0202], [-2.8664, 4.2041, -1.2712], [-1.1352, 2.7117, 1.7007], [0.1892, 4.0283, 3.3180], [0.4508, 6.4729, 3.0114], [-0.6277, 7.5924, 1.0850], [-1.9444, 6.2693, -0.5358], [2.1390, 0.8589, -3.4875], [1.3582, -0.6503, -3.0018], [3.9546, 1.8131, -2.0374], [5.5740, 1.4452, -0.2184], [5.3452, -0.5219, 1.2687], [3.4789, -2.1188, 0.9236], [1.8552, -1.7464, -0.8880], [-4.4199, -3.7579, -0.8698], [-3.8550, -2.4648, -0.5961], [-4.6856, -3.8573, -1.9227], [-5.2989, -3.9478, -0.2531], [-3.6620, -4.5010, -0.6271], [-4.5050, -1.7866, -0.7931], [-0.5403, -5.5073, 2.7618], [-0.1993, -4.4971, 1.6547], [-1.0698, -3.4837, 1.5339], [1.2143, -3.9265, 1.9659], [2.1706, -4.8725, 2.0822], [1.1871, -3.2569, 3.1274], [1.6534, -3.0569, 1.0324], [-0.1436, -5.2818, 0.3137], [0.6821, -6.3417, 0.3153], [-1.3754, -5.7534, 0.0162], [0.2115, -4.5046, -0.7309], [-0.6584, -4.9474, 3.6882], [0.2230, -6.2748, 2.8900], [-1.4929, -5.9769, 2.5188]], "mulliken_charge": [0.8456, -0.2667, 0.1822, 0.1548, -0.4916, -0.9819, 0.1059, -1.4609, 0.6603, -0.2147, -0.7328, -0.4028, -0.5552, -0.2680, 0.6650, -0.3946, -1.8543, 0.6744, -0.3185, -0.6323, -0.6469, -0.4567, -0.0549, 0.4658, 0.2902, 0.3324, 0.4466, 0.4723, 0.3966, 0.4229, 0.4055, 0.3807, 0.3762, 0.3651, 0.5263, 0.6198, 0.3579, 0.3775, 0.4020, 0.4301, 0.4295, -0.4835, -0.3732, 0.2766, 0.2840, 0.0890, 0.2497, -1.8506, 1.3036, -1.1717, 0.5805, -0.3102, -0.2768, -0.1890, 0.3893, -0.2881, -0.2885, -0.1922, 0.4294, 0.3750, 0.3936]}

---

# 2
{"formula": "C8H12FMnO6Pt", "method": "ωB97M-V/def2-TZVPD", "charge": 2, "spin_multiplicity": 9, "lumo_ha": [-0.35151, -0.41195], "mol_weight_g_mol": 473.2, "species": ["Pt", "Mn", "F", "C", "C", "C", "O", "C", "O", "O", "H", "H", "H", "H", "H", "H", "C", "C", "C", "O", "C", "O", "O", "H", "H", "H", "H", "H", "H"], "coordinates": [[-1.6577, 1.8208, 1.2624], [-0.3579, 1.7155, -2.7185], [-1.1358, 2.0000, -0.8254], [5.1777, 2.4058, 0.5601], [4.1349, 1.4278, 1.2881], [3.8624, 1.7940, 2.7551], [2.5519, 2.2378, 2.7591], [1.9961, 1.9676, 1.4928], [0.8172, 2.2317, 1.1451], [2.8191, 1.4764, 0.7068], [5.1650, 2.2740, -0.5218], [6.2120, 2.4086, 0.9040], [4.8867, 3.4034, 0.8888], [4.3073, 0.3518, 1.2643], [4.5222, 2.5787, 3.1254], [3.9240, 0.8606, 3.3147], [-4.0825, -2.7044, -2.9161], [-4.2059, -2.5322, -1.4543], [-3.0955, -3.1382, -0.5510], [-2.6765, -2.1515, 0.3195], [-3.1422, -0.9663, -0.0806], [-2.9244, 0.0625, 0.5044], [-4.0841, -1.1928, -1.1214], [-4.6437, -2.0865, -3.6170], [-4.2431, -3.7398, -3.2166], [-3.1569, -2.1713, -3.1335], [-5.2306, -2.7716, -1.1701], [-2.2301, -3.6135, -1.0128], [-3.5096, -3.9488, 0.0487]], "mulliken_charge": [1.7402, 0.7251, -0.4915, -1.2379, 0.2459, -0.4014, -0.2823, 0.5746, -0.6773, -0.2384, 0.3260, 0.3798, 0.3586, 0.3471, 0.3327, 0.2841, -1.3541, 0.5696, -0.4875, -0.2741, 0.5278, -0.5896, -0.3230, 0.3725, 0.3427, 0.3063, 0.3096, 0.3232, 0.2911]}

---

# 3
{"formula": "C60H78BF3N10O16PS", "method": "ωB97M-V/def2-TZVPD", "charge": 1, "spin_multiplicity": 1, "lumo_ha": -0.14272, "mol_weight_g_mol": 1326.2, "species": ["C", "C", "S", "C", "N", "C", "N", "N", "P", "N", "C", "C", "C", "C", "F", "C", "C", "C", "C", "C", "C", "O", "C", "C", "O", "C", "F", "C", "C", "C", "C", "B", "O", "O", "C", "F", "C", "C", "H", "H", "H", "H", "H", "H", "H", "H", "H", "H", "H", "H", "H", "H", "H", "H", "H", "H", "H", "H", "H", "H", "H", "H", "H", "H", "H", "H", "H", "H", "H", "H", "H", "H", "H", "H", "H", "H", "H", "H", "H", "H", "H", "H", "H", "H", "H", "H", "C", "C", "C", "C", "C", "C", "N", "O", "O", "H", "H", "H", "H", "H", "C", "C", "C", "C", "C", "C", "N", "O", "O", "H", "H", "H", "H", "H", "C", "C", "C", "C", "C", "C", "N", "O", "O", "H", "H", "H", "H", "H", "C", "C", "C", "C", "C", "C", "N", "O", "O", "H", "H", "H", "H", "H", "C", "C", "C", "C", "C", "C", "N", "O", "O", "H", "H", "H", "H", "H", "C", "C", "C", "C", "C", "C", "N", "O", "O", "H", "H", "H", "H", "H"], "coordinates": [[5.1219, -5.3929, -1.8736], [4.1781, -4.6547, -2.8543], [3.1234, -3.4537, -1.9635], [2.9630, -2.1517, -3.2678], [2.4673, -0.8796, -2.7658], [1.2983, -1.0003, -2.1754], [0.3802, -1.9778, -2.4656], [0.8877, -0.0544, -1.2327], [0.8994, -0.9328, 0.2813], [2.2560, -1.6024, 0.6553], [1.8798, 1.0756, -1.2691], [1.6427, 2.1921, -0.2122], [2.7552, 2.4346, 0.8103], [3.0639, 1.3062, 1.7863], [3.9607, 2.8289, 0.2410], [2.0587, 1.5424, -2.7312], [2.8087, 2.8972, -2.7275], [3.3122, 3.5012, -4.0726], [4.4938, 4.4690, -3.7938], [5.8596, 3.9881, -4.3119], [6.9557, 4.8940, -3.6919], [7.4928, 4.3220, -2.4865], [8.4062, 3.3813, -2.7127], [8.9261, 2.6822, -1.4826], [8.7987, 3.0590, -3.7811], [0.6457, 1.7952, -3.3242], [0.6420, 2.6066, -4.4527], [-0.4844, 2.3750, -2.4442], [-0.5530, 3.9143, -2.3556], [2.8098, 0.3977, -3.4597], [4.3333, 0.5371, -3.4247], [5.0884, 0.5006, -2.0268], [5.0135, -0.6681, -1.2713], [5.8077, 1.5807, -1.6385], [2.3559, 0.2767, -4.9538], [1.2106, -0.4997, -5.0746], [3.3108, -0.1835, -6.0656], [3.4136, -1.6919, -6.3745], [6.1610, -5.2131, -2.1308], [4.9477, -6.4620, -1.9799], [4.9189, -5.0612, -0.8593], [4.7966, -4.0591, -3.5294], [3.6031, -5.3431, -3.4677], [2.2426, -2.5644, -3.9763], [3.9162, -2.1583, -3.7785], [0.3977, -2.9028, -2.0675], [-0.3085, -1.7098, -3.1517], [0.4393, -0.0297, 1.2535], [-0.1057, -1.9120, 0.1583], [2.1747, -2.6083, 0.7371], [2.7843, 0.5880, -0.8747], [0.7850, 1.8777, 0.3910], [1.3462, 3.1548, -0.6111], [2.4133, 3.2754, 1.4194], [3.7299, 1.7150, 2.5458], [2.1923, 0.8775, 2.2675], [3.6613, 0.5600, 1.2641], [3.6461, 2.9283, -2.0313], [2.1259, 3.6521, -2.3490], [2.5175, 4.1362, -4.4592], [3.5285, 2.7851, -4.8625], [4.5860, 4.7390, -2.7396], [4.2793, 5.3997, -4.3232], [6.1171, 2.9745, -4.0117], [5.9120, 4.1296, -5.3898], [6.4907, 5.8231, -3.3652], [7.7291, 5.1589, -4.4076], [9.8376, 3.1596, -1.1211], [8.2093, 2.6841, -0.6624], [9.1887, 1.6570, -1.7186], [0.2372, 0.8442, -3.6813], [-1.3991, 2.1273, -2.9897], [-0.6291, 1.9121, -1.4720], [-1.4927, 4.1224, -1.8376], [0.2231, 4.3589, -1.7347], [-0.6436, 4.3856, -3.3284], [4.7142, 1.3853, -3.9846], [4.8142, -0.3005, -3.9475], [4.4940, -0.5604, -0.4592], [5.9049, 1.5493, -0.6733], [2.1209, 1.2950, -5.2595], [2.9021, 0.2401, -6.9849], [4.3218, 0.2155, -6.0266], [2.4897, -2.2489, -6.2409], [3.6659, -1.7762, -7.4320], [4.2375, -2.1880, -5.8611], [-5.2964, -3.1439, 2.8878], [-5.0864, -3.0609, 1.5168], [-4.2432, -2.0923, 1.0063], [-3.6144, -1.2183, 1.8800], [-3.8168, -1.2800, 3.2501], [-4.6677, -2.2556, 3.7508], [-2.7008, -0.2050, 1.3458], [-2.5490, -0.1391, 0.1341], [-2.1264, 0.5239, 2.1366], [-5.9544, -3.9047, 3.2874], [-5.5802, -3.7535, 0.8483], [-4.0817, -2.0284, -0.0590], [-3.3287, -0.5915, 3.9198], [-4.8447, -2.3257, 4.8034], [8.6931, -4.3102, 1.2982], [7.3803, -4.4008, 1.7417], [6.9278, -5.5662, 2.3382], [7.8002, -6.6289, 2.4872], [9.1088, -6.5566, 2.0449], [9.5550, -5.3885, 1.4464], [7.3268, -7.8593, 3.1413], [6.1630, -7.8942, 3.4996], [8.1255, -8.7641, 3.2858], [9.0458, -3.3964, 0.8368], [6.7095, -3.5596, 1.6241], [5.9059, -5.6344, 2.6824], [9.7820, -7.3936, 2.1618], [10.5766, -5.3178, 1.0984], [-1.4330, -4.0201, 9.8392], [-0.8204, -3.3030, 8.8198], [-1.5883, -2.6992, 7.8383], [-2.9662, -2.8192, 7.8941], [-3.5906, -3.5362, 8.9000], [-2.8157, -4.1396, 9.8766], [-3.7863, -2.1618, 6.8706], [-3.2119, -1.5499, 5.9814], [-4.9956, -2.2574, 6.9641], [-0.8305, -4.4865, 10.6079], [0.2571, -3.2127, 8.7925], [-1.1095, -2.1418, 7.0464], [-4.6667, -3.6282, 8.9329], [-3.2901, -4.7008, 10.6700], [-8.3766, 2.7106, 5.8418], [-7.3671, 1.8342, 6.2196], [-7.4461, 0.4942, 5.8748], [-8.5391, 0.0513, 5.1508], [-9.5580, 0.9101, 4.7773], [-9.4728, 2.2474, 5.1263], [-8.6087, -1.3593, 4.7522], [-7.7003, -2.0906, 5.1043], [-9.5581, -1.7127, 4.0775], [-8.3093, 3.7587, 6.1048], [-6.5150, 2.1971, 6.7788], [-6.6580, -0.1871, 6.1658], [-10.4091, 0.5531, 4.2155], [-10.2571, 2.9313, 4.8374], [-7.1592, 4.8665, -0.4248], [-7.5552, 3.8657, 0.4519], [-8.4346, 4.1569, 1.4827], [-8.9104, 5.4504, 1.6183], [-8.5185, 6.4589, 0.7565], [-7.6364, 6.1617, -0.2701], [-9.8653, 5.7538, 2.6956], [-10.1719, 4.8406, 3.4435], [-10.2956, 6.8871, 2.7725], [-6.4770, 4.6352, -1.2331], [-7.1811, 2.8578, 0.3285], [-8.7426, 3.3764, 2.1641], [-8.8917, 7.4662, 0.8724], [-7.3241, 6.9399, -0.9534], [-4.6850, -1.2383, -5.3038], [-5.6884, -0.2948, -5.4757], [-6.1460, 0.4375, -4.3914], [-5.5867, 0.2159, -3.1458], [-4.5901, -0.7248, -2.9572], [-4.1395, -1.4555, -4.0450], [-6.0517, 1.0058, -1.9961], [-6.9384, 1.8168, -2.1875], [-5.5164, 0.8046, -0.9210], [-4.3267, -1.8056, -6.1534], [-6.1133, -0.1279, -6.4560], [-6.9277, 1.1709, -4.5276], [-4.1620, -0.8909, -1.9787], [-3.3595, -2.1943, -3.9128]], "mulliken_charge": [-1.1052, -0.1217, -0.2043, -1.0679, 1.2301, -2.0406, 0.1426, 1.5013, -0.1444, -0.5530, 0.4895, -1.0349, 0.0037, -1.1996, -0.3126, 2.1712, -2.2653, -0.6724, -1.5272, 0.2010, -0.9564, -0.3434, 0.8690, -1.0840, -0.5619, 0.2340, -0.5125, -0.5555, -1.7032, 1.5036, -2.4924, 0.0214, -0.6192, 0.0182, -0.2247, -0.5238, -0.8832, -1.3483, 0.3099, 0.3080, 0.3331, 0.1475, 0.4975, 0.7700, 0.1870, 0.3701, 0.1449, 0.1272, 0.0502, 0.2989, -0.4271, 0.7089, -0.1065, 0.4763, 0.4731, 0.2872, 0.2003, 0.6800, 0.6913, 0.5881, 0.3387, 0.5746, 0.4232, 0.1640, 0.2784, 0.4993, 0.3666, 0.3771, 0.1524, 0.3371, 0.4929, 0.6271, 0.0899, 0.5288, 0.3313, 0.3632, -0.2834, 0.7674, 0.2050, 0.2599, 0.6858, 0.7165, 0.2739, 0.1951, 0.5182, 0.2707, -0.7128, -0.8215, 0.1361, -0.3726, -0.0430, 0.3136, 1.0605, -0.3879, -0.6610, 0.4350, 0.4258, 0.2506, 0.6360, -0.1424, -0.5578, -0.3830, -0.4154, 0.0818, -0.3487, -0.3909, 1.0121, -0.6042, -0.5915, 0.3942, 0.5022, 0.4501, 0.4581, 0.3881, -0.4385, -0.5152, -0.2522, 0.1315, -0.2701, -0.5366, 1.0014, -0.5578, -0.6217, 0.3857, 0.3683, 0.4227, 0.4433, 0.3825, -0.4052, -0.6178, -0.0930, -0.1517, -0.4032, -0.5491, 1.0589, -0.5967, -0.6238, 0.4274, 0.4044, 0.5887, 0.4690, 0.4817, -0.4049, -0.3948, -0.3765, -0.0065, -0.4075, -0.4632, 0.9810, -0.5896, -0.5998, 0.3923, 0.4765, 0.5494, 0.4605, 0.3690, -0.6097, -0.5090, -0.3568, -0.2891, 0.2128, -0.5364, 1.1366, -0.6163, -0.5533, 0.4085, 0.3962, 0.4948, 0.3318, 0.4623]}